The following is a quantum chemistry calculation of a structure of composition C22H18Cl2IrN6S4 at a distorted geometry, from the OMol25 dataset.

The calculation puts the HOMO energy (alpha / beta) at -10.442 / -13.231 eV. The frontier orbital gap (alpha / beta) comes out at 2.9 / 4.8 eV. For the LUMO energy (alpha / beta), the calculation gives -0.27887 / -0.30842 hartree. For the energy relative to the best compared isomer or geometry (same formula, charge and spin), the calculation gives 3.725 eV.

Geometry as ORCA input:
```
! wB97M-V def2-TZVPD RIJCOSX def2/J DEFGRID3
* xyz 2 6
H 3.239 -7.651 -2.753
C -4.068 2.118 1.823
S -6.784 0.820 -1.997
H 4.408 -4.059 0.467
H 5.938 -5.982 0.136
C 2.106 3.631 3.080
H 2.326 3.506 -4.837
H 1.783 0.275 2.697
C 2.021 3.046 0.756
C -5.196 1.086 -1.609
C 2.138 4.003 1.741
C -4.434 2.440 3.112
C -2.758 1.373 -1.736
C 1.441 3.155 -4.320
N -3.220 1.569 -0.535
C 1.876 1.690 1.086
H 1.709 -5.750 -2.440
C 3.492 -6.865 -2.055
H 5.347 -7.770 -1.466
N 1.769 0.733 0.088
C 1.875 1.320 2.446
C -5.038 1.698 0.897
H 0.523 3.518 -4.770
N 2.144 -3.711 -0.874
C 4.684 -6.927 -1.329
H -7.133 1.227 0.661
S -1.185 1.577 -2.321
N -4.546 1.423 -0.421
H 2.095 3.338 -0.279
Ir 1.446 1.122 -1.893
C 1.997 -1.490 -0.345
H -7.751 1.814 2.916
C 1.986 2.287 3.421
C -6.718 1.907 2.610
C 2.981 -4.774 -0.983
Cl 1.507 3.655 -2.623
N 1.914 -0.515 0.506
C 2.638 -5.804 -1.884
H -6.048 2.624 4.517
N 2.350 -2.705 -0.024
S 1.645 -1.091 -2.106
S -4.021 0.928 -2.875
H -3.037 2.188 1.515
C 4.176 -4.843 -0.239
C -6.369 1.578 1.315
C 5.016 -5.916 -0.424
H 2.191 4.384 3.852
H 1.304 -3.715 -1.448
H -3.677 2.763 3.813
H 2.270 5.040 1.462
Cl 1.425 1.379 -4.305
C -5.760 2.351 3.511
H 1.984 1.998 4.463
*
```

=====

The following is a quantum chemistry calculation of a structure of composition C22H18F5N2NiS2Se at a distorted geometry, from the OMol25 dataset.

The calculation puts the HOMO energy (alpha / beta) at -3.651 / -3.875 eV. The frontier orbital gap (alpha / beta) comes out at 6.4 / 6.5 eV. For the LUMO energy (alpha / beta), the calculation gives 0.09928 / 0.09719 hartree.

Geometry as ORCA input:
```
! wB97M-V def2-TZVPD RIJCOSX def2/J DEFGRID3
* xyz -1 3
S 1.528 2.101 -0.061
H 2.217 -3.019 -0.860
H -1.943 -0.206 6.255
C 1.357 -2.409 -0.488
N 1.835 -1.044 -0.235
C -1.418 1.182 -3.145
C 2.180 1.155 -1.345
C -2.836 -0.373 -4.285
Se -1.941 2.344 -0.618
C -0.799 -0.084 3.070
C -3.775 -0.226 -3.268
F -0.467 2.127 -3.382
H 3.180 -1.522 1.332
H 3.836 -0.749 -4.401
C -3.200 -0.078 3.018
N 0.480 0.287 2.389
H 1.896 1.769 2.526
F -3.032 -1.285 -5.286
H -4.085 0.113 2.449
H 0.176 -0.582 4.848
C 1.358 -0.946 2.262
C -0.786 -0.252 4.449
H 1.734 -1.205 3.251
H 3.721 1.698 -4.338
C 1.156 1.269 3.209
C -1.622 0.286 -4.227
H 0.531 -2.397 -1.252
H 2.671 2.960 -2.386
F -0.663 -0.101 -5.149
C -2.026 -0.166 2.311
C 3.215 1.154 -3.554
C 2.671 1.849 -2.443
H 1.084 -2.839 0.523
C -2.295 1.276 -2.074
C -3.146 -0.084 4.473
C -3.524 0.632 -2.173
C 2.615 -0.963 -2.524
H 2.681 0.311 1.165
H 0.552 2.018 3.767
H 1.753 0.795 3.983
F -4.548 0.871 -1.347
H 2.370 -2.055 -2.620
Ni -0.340 1.025 0.494
C 2.180 -0.288 -1.326
H 0.695 -1.773 1.975
S -1.835 -0.470 0.618
H -4.134 0.051 4.978
C -1.943 -0.249 5.172
F -4.937 -0.904 -3.303
C 2.376 -0.781 1.135
C 3.246 -0.224 -3.561
*
```

=====

The following is a quantum chemistry calculation of a structure of composition C22H18F9MnO2 at a distorted geometry, from the OMol25 dataset.

The calculation puts the HOMO energy (alpha / beta) at -1.836 / -2.755 eV. The frontier orbital gap (alpha / beta) comes out at 4.3 / 5.2 eV. For the LUMO energy (alpha / beta), the calculation gives 0.08899 / 0.08892 hartree. For the energy relative to the best compared isomer or geometry (same formula, charge and spin), the calculation gives 0.625 eV.

Geometry as ORCA input:
```
! wB97M-V def2-TZVPD RIJCOSX def2/J DEFGRID3
* xyz -1 6
C -2.192 1.884 -2.933
F 5.270 -1.002 4.607
C -4.082 3.311 -3.799
H -3.352 4.097 -3.993
C 3.098 -2.831 3.414
C 1.535 1.113 0.909
C 3.730 -1.518 2.805
H 3.733 0.763 1.250
H -2.287 -0.286 -3.411
C 2.799 -0.194 -0.527
H -2.009 -3.028 0.280
F 5.784 -2.878 2.632
H -1.179 0.845 2.195
C -1.850 -0.841 0.806
C -6.337 2.435 -3.895
C -1.499 -2.241 0.826
O -1.835 1.030 -1.767
O 2.720 -1.016 2.045
F 4.399 0.704 3.525
F 1.906 -2.573 4.013
C -3.619 2.110 -3.202
F 2.833 -3.696 2.398
H -4.231 0.171 -2.429
Mn 0.222 -0.475 0.158
C 2.810 0.371 0.816
H -7.384 2.547 -4.179
C 4.154 -0.546 3.988
H -6.605 0.451 -3.065
F 4.629 -2.527 0.797
C -5.420 3.464 -4.151
F 5.820 -0.906 1.666
C -0.102 -1.148 2.306
H 3.518 -0.938 -0.847
H 1.800 0.496 -2.402
H -1.511 2.727 -3.111
H -5.753 4.387 -4.629
C -5.898 1.255 -3.278
H 0.374 2.140 -0.745
H 1.240 1.633 1.814
H -0.541 0.424 -3.358
C 1.866 0.489 -1.310
C 5.029 -1.970 1.969
F 3.894 -3.445 4.318
C -1.042 -0.167 1.813
C -0.434 -2.420 1.743
C -4.557 1.091 -2.923
F 3.160 -0.442 4.905
C -1.597 0.500 -3.088
H 0.616 -0.978 3.094
H -2.705 -0.383 0.303
C 1.079 1.372 -0.429
H 0.004 -3.360 2.074
*
```

=====

The following is a quantum chemistry calculation of the ion C22H18N3S with charge +1 at a distorted geometry, from the OMol25 dataset.

The calculation puts the HOMO energy at -11.580 eV. The frontier orbital gap comes out at 7.1 eV. For the LUMO energy, the calculation gives -0.16434 hartree. For the energy relative to the best compared isomer or geometry (same formula, charge and spin), the calculation gives 0.826 eV.

Geometry as ORCA input:
```
! wB97M-V def2-TZVPD RIJCOSX def2/J DEFGRID3
* xyz 1 1
C -0.681 -0.211 2.240
C -2.084 -1.031 -3.262
S 0.688 0.970 1.909
C -1.886 0.370 5.420
H 1.013 0.801 -1.885
N -1.220 -0.675 1.210
H -1.161 -3.114 -0.107
C 0.456 0.126 5.351
C 5.206 3.286 -3.460
H -1.766 -1.380 3.685
N -1.017 -0.729 3.572
H 5.814 3.468 -4.308
H -2.643 -2.816 -4.169
C 4.177 3.459 -1.282
H 2.851 1.015 -3.089
H -2.744 1.240 7.475
C -1.310 -2.598 -1.064
C 3.458 1.879 -2.848
H 2.568 2.347 0.406
H 1.363 -0.291 4.919
C -1.946 0.968 6.754
C -0.781 -0.048 4.752
H 1.426 1.019 6.994
H 5.707 4.787 -1.968
C 2.283 1.930 -0.583
C 0.471 0.743 6.612
C 5.082 3.921 -2.226
C 1.305 1.058 -0.835
H -2.230 -4.307 -2.286
H 4.076 4.026 -0.355
C -2.016 -3.253 -2.127
C 3.327 2.346 -1.572
H -2.279 -0.326 -4.128
H -1.451 0.649 -1.959
N -0.568 -0.411 0.060
H -0.677 1.681 8.253
C 0.285 0.616 0.224
C -0.698 1.234 7.284
C -2.265 -2.386 -3.231
H 4.216 2.012 -4.899
C 4.250 2.365 -3.837
C -1.432 -0.492 -2.159
C -0.996 -1.187 -1.073
H -2.889 0.221 4.877
*
```

=====

The following is a quantum chemistry calculation of the molecule C22H18N4O at a distorted geometry, from the OMol25 dataset.

The calculation puts the HOMO energy at -8.370 eV. The frontier orbital gap comes out at 8.4 eV. For the LUMO energy, the calculation gives -0.00015 hartree. For the energy relative to the best compared isomer or geometry (same formula, charge and spin), the calculation gives 4.054 eV.

Geometry as ORCA input:
```
! wB97M-V def2-TZVPD RIJCOSX def2/J DEFGRID3
* xyz 0 1
C -0.117 -0.858 2.821
C 1.388 0.286 -0.539
H -2.011 2.843 2.847
H -3.514 -2.500 0.640
H 5.906 1.156 -5.747
C -5.328 0.844 0.384
H -0.755 0.459 4.565
C -3.563 -0.495 1.337
C -2.467 1.949 2.447
H 0.314 1.750 -1.596
C 4.284 0.273 -2.770
C -4.991 -1.509 -0.299
C -3.716 2.005 1.818
C 2.677 -0.141 -0.746
C 5.087 -0.805 -2.405
H 0.427 -1.485 3.533
H -1.276 -2.239 1.633
H -0.187 0.750 0.710
H 4.091 1.899 -4.129
C 6.256 -1.056 -3.151
O 1.606 -1.680 1.620
H -5.152 -2.338 -0.915
C -1.509 -1.591 2.457
C -4.203 0.818 1.226
H -6.503 -0.390 -0.938
C -4.001 -1.597 0.698
N 6.607 -0.330 -4.314
H 0.084 1.266 3.027
C 4.741 1.092 -3.863
C 5.805 0.678 -4.715
C -2.415 -0.492 2.039
H 6.918 -1.869 -2.846
C 0.769 -0.786 1.629
H 3.475 -0.751 -0.183
H 4.775 -1.551 -1.713
C -5.649 -0.264 -0.385
N 0.627 0.148 0.604
N 1.097 1.209 -1.524
C -1.945 0.667 2.645
H -4.235 2.943 1.767
C 3.007 0.504 -2.102
N 2.082 1.323 -2.457
H -5.998 1.742 0.360
C -0.602 0.494 3.355
H -1.884 -2.369 3.174
*
```

=====

The following is a quantum chemistry calculation of a structure of composition C22H18N5O3Pt at a distorted geometry, from the OMol25 dataset.

The calculation puts the HOMO energy (alpha / beta) at -10.942 / -10.909 eV. The frontier orbital gap (alpha / beta) comes out at 6.8 / 6.9 eV. For the LUMO energy (alpha / beta), the calculation gives -0.15197 / -0.14867 hartree. For the energy relative to the best compared isomer or geometry (same formula, charge and spin), the calculation gives 1.485 eV.

Geometry as ORCA input:
```
! wB97M-V def2-TZVPD RIJCOSX def2/J DEFGRID3
* xyz 1 1
C -2.902 -1.198 -0.544
C 0.918 4.230 1.456
C -2.915 -2.579 1.869
H 1.141 5.196 1.880
C -0.324 2.845 -0.026
C -0.053 4.107 0.510
C 1.948 0.630 1.715
C 3.590 -0.513 3.040
C -4.049 -1.860 -0.133
H -1.078 2.707 -0.788
H -0.609 4.971 0.167
O 4.234 4.397 3.966
N 3.090 4.315 3.582
O -0.145 -0.899 -2.539
C 3.181 -1.689 2.489
H -2.431 -0.884 -5.759
H -2.047 -1.291 -3.187
H 4.387 -0.490 3.776
C 2.139 -1.659 1.553
H -0.889 -1.926 2.086
H 4.123 2.014 3.958
N 1.546 -0.541 1.175
C 0.752 -1.255 -5.069
C 2.682 3.064 2.875
H -1.241 -1.838 -6.635
H 1.111 -0.239 -4.912
N -0.659 -1.376 -4.682
H -2.918 -0.634 -1.468
C -1.711 -1.695 -5.668
N -6.208 -3.807 1.836
H 1.367 -1.929 -4.478
C -4.056 -2.557 1.071
C 1.283 1.865 1.303
C -0.984 -1.177 -3.416
N 0.332 1.765 0.349
Pt -0.142 -0.319 -0.364
C -5.257 -3.254 1.498
C -1.771 -1.913 1.457
O 2.263 5.205 3.636
H 3.635 -2.634 2.760
H -2.931 -3.115 2.811
C 2.962 0.689 2.656
H -4.946 -1.833 -0.741
H 1.776 -2.571 1.097
C 1.621 3.082 1.893
H -2.231 -2.614 -5.406
H 0.847 -1.510 -6.119
C 3.330 1.956 3.224
C -1.763 -1.236 0.244
*
```